Density functional theory data (the ωB97M-V functional and the def2-TZVPD basis) for C28H43Br39FIN2O3P as an isolated structure.

Atoms and positions in Å:
1 C 2.034 1.655 1.954
2 C 1.191 0.586 2.652
3 N 1.018 -0.587 1.775
4 C 0.513 -1.754 2.505
5 C 1.577 -2.484 3.360
6 C 2.151 -3.790 2.798
7 I 3.624 -3.355 1.297
8 C 1.030 -4.773 2.501
9 C 1.284 -6.027 1.663
10 C 1.798 -5.931 0.231
11 O 3.171 -6.338 0.239
12 C 3.819 -6.481 -0.965
13 C 3.447 -5.545 -2.095
14 O 4.664 -7.312 -1.059
15 N -0.290 -4.059 2.150
16 C -0.313 -2.683 1.529
17 C 0.151 -2.606 0.075
18 C -0.225 -3.681 -0.970
19 C -1.074 -4.896 -0.594
20 F -0.868 -2.998 -2.018
21 P -2.084 -2.007 1.913
22 C -3.167 -2.254 0.467
23 O -1.801 -0.398 1.846
24 H 2.363 2.416 2.669
25 H 2.936 1.207 1.508
26 H 1.468 2.147 1.154
27 H 0.189 0.980 2.875
28 H 1.672 0.311 3.607
29 H 1.929 -0.806 1.373
30 H -0.197 -1.348 3.244
31 H 1.194 -2.682 4.376
32 H 2.409 -1.779 3.488
33 H 2.741 -4.253 3.598
34 H 0.799 -5.198 3.494
35 H 0.340 -6.599 1.662
36 H 1.990 -6.651 2.233
37 H 1.226 -6.629 -0.400
38 H 1.692 -4.924 -0.182
39 H 2.771 -6.069 -2.786
40 H 4.375 -5.311 -2.633
41 H 2.974 -4.615 -1.764
42 H -0.804 -3.926 3.032
43 H -0.863 -4.721 1.619
44 H -0.221 -1.643 -0.305
45 H 1.245 -2.489 0.043
46 H 0.700 -4.054 -1.429
47 H -0.446 -5.785 -0.417
48 H -1.716 -5.141 -1.452
49 H -1.741 -4.758 0.255
50 H -2.704 -2.258 -0.527
51 H -3.871 -1.407 0.491
52 H -3.766 -3.166 0.603
53 H -1.231 -0.097 1.120
54 C 9.648 -4.515 -0.327
55 Br 10.422 -3.113 -1.379
56 Br 10.649 -4.836 1.279
57 Br 7.793 -4.148 0.075
58 H 9.666 -5.423 -0.913
59 C -5.160 -1.529 -3.684
60 Br -3.396 -2.011 -3.082
61 Br -5.234 -1.371 -5.595
62 Br -6.483 -2.755 -3.020
63 H -5.390 -0.556 -3.274
64 C -7.769 1.107 -7.151
65 Br -8.594 0.751 -5.452
66 Br -9.001 0.865 -8.602
67 Br -6.967 2.855 -7.179
68 H -6.969 0.392 -7.279
69 C 14.139 -1.347 -1.567
70 Br 14.234 -3.241 -1.855
71 Br 12.903 -0.519 -2.789
72 Br 13.707 -0.934 0.260
73 H 15.120 -0.940 -1.773
74 C -7.620 6.401 -5.866
75 Br -7.240 5.968 -4.023
76 Br -9.440 5.997 -6.305
77 Br -7.181 8.227 -6.279
78 H -6.985 5.770 -6.471
79 C -3.268 0.259 5.406
80 Br -1.588 -0.660 5.675
81 Br -4.733 -0.811 6.031
82 Br -3.238 1.993 6.218
83 H -3.380 0.391 4.339
84 C 17.984 -3.290 -4.160
85 Br 19.805 -3.794 -4.497
86 Br 17.843 -2.167 -2.604
87 Br 17.174 -2.463 -5.694
88 H 17.429 -4.194 -3.951
89 C -12.414 8.944 -5.332
90 Br -11.009 10.190 -5.740
91 Br -12.872 7.876 -6.865
92 Br -11.960 7.847 -3.817
93 H -13.291 9.516 -5.064
94 C -1.524 -1.813 9.278
95 Br 0.139 -2.756 9.515
96 Br -3.021 -2.839 9.908
97 Br -1.470 -0.064 10.066
98 H -1.652 -1.675 8.215
99 C -6.101 8.872 -1.974
100 Br -4.726 8.132 -0.847
101 Br -7.739 9.132 -1.003
102 Br -5.524 10.473 -2.852
103 H -6.308 8.145 -2.746
104 C 6.531 -0.013 3.182
105 Br 4.759 -0.248 3.921
106 Br 7.797 0.396 4.561
107 Br 7.091 -1.526 2.131
108 H 6.478 0.840 2.521
109 C -3.584 13.915 -0.486
110 Br -5.483 13.895 -0.786
111 Br -2.847 12.139 -0.484
112 Br -2.681 15.051 -1.747
113 H -3.420 14.331 0.498
114 C -8.644 6.489 1.894
115 Br -10.154 6.046 2.996
116 Br -6.988 6.327 2.857
117 Br -8.620 5.453 0.275
118 H -8.744 7.527 1.606

Forces on atoms 1 to 6 (eV/Å):
C -0.03 -0.11 -0.11
C 0.04 0.20 -0.08
N 0.14 -0.13 0.13
C 0.08 0.11 0.03
C 0.32 0.04 0.01
C -0.05 0.29 0.46

Highest occupied orbital energy = -11.09 eV
Total charge = +1
LUMO energy = -2.823 eV
E_tot = -2790609.22671 eV



Density functional theory data (the ωB97M-V functional and the def2-TZVPD basis) for C3H6LaNO4S as an isolated structure.

Atoms and positions in Å:
1 O -2.482 1.314 0.154
2 C -3.711 0.745 -0.096
3 C -3.802 -0.717 0.339
4 O -2.846 -1.510 -0.366
5 C -1.627 -1.641 0.169
6 La -0.326 0.834 -0.058
7 H -3.977 0.793 -1.172
8 H -4.522 1.269 0.449
9 H -4.788 -1.130 0.096
10 H -3.620 -0.811 1.421
11 H -0.968 -2.288 -0.415
12 H -1.564 -1.665 1.267
13 N 2.162 0.646 -0.682
14 S 3.055 -0.255 0.068
15 O 4.219 -0.905 -0.532
16 O 2.622 -0.852 1.349

Forces on atoms 1 to 6 (eV/Å):
O 1.89 -0.50 -0.20
C -1.63 -0.10 -0.28
C -0.39 0.26 0.59
O 0.95 -0.05 -0.15
C -0.33 -0.08 -0.10
La 0.57 0.19 0.11

2S+1 = 2
Expectation value of S² = 0.753
Highest occupied orbital energy (spin up / spin down) = -13.19 / -13.20 eV
Total charge = +1
LUMO energy (spin up / spin down) = -5.543 / -6.150 eV
E_tot = -24572.98984 eV



Density functional theory data (the ωB97M-V functional and the def2-TZVPD basis) for one molecule with the formula C2H5N5S.

Atoms and positions in Å:
1 H 0.797 -0.355 -2.670
2 N 1.044 0.280 -1.917
3 C 0.250 0.075 -0.944
4 N -0.792 -0.833 -0.797
5 C -1.114 -0.782 0.465
6 S -2.384 -1.684 1.238
7 N -0.331 0.055 1.218
8 N 0.378 0.821 0.251
9 N 1.661 1.195 0.669
10 H -2.859 -2.146 0.095
11 H -0.776 0.630 1.905
12 H 1.771 2.154 0.306
13 H 2.355 0.590 0.181

Forces on atoms 1 to 6 (eV/Å):
H 0.05 0.00 -0.09
N -0.27 -0.19 0.27
C 0.40 0.40 -0.30
N -0.48 -0.30 0.70
C 0.41 0.13 -0.73
S 0.14 0.15 0.45

SMILES = [H]/N=c1\nc(S)[nH]n1N
Highest occupied orbital energy = -8.83 eV
Total charge = 0
Relative energy (zero: lowest compared OMol25 entry of this formula, charge and spin) = 0.342 eV
LUMO energy = 0.630 eV
E_tot = -20439.26576 eV



Density functional theory data (the ωB97M-V functional and the def2-TZVPD basis) for C18H32Cl2CoN4OSSe as an isolated structure.

Atoms and positions in Å:
1 Co 1.489 -0.517 2.797
2 C -2.784 1.776 4.822
3 N -1.557 1.114 4.519
4 C -0.404 1.249 5.225
5 N -0.382 1.887 6.381
6 S 1.075 0.445 4.803
7 H -3.499 1.541 4.019
8 H -2.642 2.877 4.959
9 H -3.232 1.399 5.768
10 H -1.430 0.720 3.569
11 H -1.152 2.319 6.815
12 H 0.515 2.078 6.806
13 O 3.520 0.022 2.661
14 H 3.811 0.562 3.392
15 H 4.243 -0.265 2.101
16 Cl 1.439 -2.829 2.752
17 C 2.839 -3.494 1.815
18 Cl 3.016 -2.749 0.222
19 H 2.718 -4.562 1.680
20 H 3.690 -3.250 2.446
21 C 1.356 2.423 -4.366
22 C 0.351 2.410 -3.206
23 C 0.955 2.592 -1.808
24 C 1.888 1.404 -1.309
25 N 1.175 0.098 -1.341
26 C 0.302 -0.227 -0.316
27 Se 0.101 0.802 1.353
28 N -0.294 -1.379 -0.615
29 C -1.393 -2.030 0.103
30 C -2.785 -1.672 -0.444
31 C -3.218 -0.269 -0.095
32 C -2.866 0.862 -1.059
33 C 0.146 -1.758 -1.915
34 C -0.178 -2.855 -2.728
35 C 0.344 -2.914 -3.984
36 C 1.247 -1.963 -4.497
37 C 1.548 -0.891 -3.656
38 C 1.018 -0.812 -2.389
39 H 1.012 1.995 -5.307
40 H 2.208 1.841 -4.098
41 H 1.552 3.482 -4.547
42 H -0.134 1.501 -3.039
43 H -0.367 3.172 -3.478
44 H 0.151 2.614 -1.084
45 H 1.621 3.453 -1.755
46 H 2.166 1.630 -0.285
47 H 2.844 1.266 -1.896
48 H -1.482 -1.596 1.095
49 H -1.280 -3.126 0.115
50 H -3.508 -2.363 0.032
51 H -2.983 -1.881 -1.490
52 H -2.947 -0.049 0.959
53 H -4.357 -0.275 0.020
54 H -1.865 0.726 -1.435
55 H -2.980 1.842 -0.575
56 H -3.536 0.798 -1.932
57 H -0.961 -3.514 -2.344
58 H 0.037 -3.663 -4.692
59 H 1.676 -1.917 -5.535
60 H 2.167 -0.080 -4.011

Forces on atoms 1 to 6 (eV/Å):
Co -0.12 0.84 -0.53
C -1.17 0.76 0.90
N 2.64 -0.46 -0.47
C -1.58 -0.83 -0.91
N 1.17 0.00 -0.27
S 0.32 0.24 0.46

2S+1 = 4
Expectation value of S² = 3.761
Highest occupied orbital energy (spin up / spin down) = -14.07 / -14.19 eV
Total charge = +2
Relative energy (zero: lowest compared OMol25 entry of this formula, charge and spin) = 0.624 eV
LUMO energy (spin up / spin down) = -5.244 / -6.647 eV
E_tot = -166034.10076 eV



Density functional theory data (the ωB97M-V functional and the def2-TZVPD basis) for a 2-piece molecular cluster, C6H13NO2 overall.

Atoms and positions in Å:
1 C 0.880 -0.317 1.796
2 C 0.451 -0.786 0.426
3 O 0.414 -1.950 0.109
4 C 0.469 0.415 -0.733
5 C -0.232 -0.101 -1.988
6 C 1.968 0.627 -0.984
7 O -0.086 1.571 -0.244
8 H 0.633 0.732 1.933
9 H 0.415 -0.939 2.559
10 H 1.960 -0.440 1.880
11 H -0.048 0.587 -2.814
12 H 0.140 -1.087 -2.259
13 H -1.307 -0.146 -1.838
14 H 2.443 1.043 -0.099
15 H 2.452 -0.308 -1.256
16 H 2.084 1.342 -1.796
17 H -1.079 1.343 0.146
18 C -2.269 -0.683 0.849
19 N -2.213 0.589 0.897
20 H -2.487 -1.320 1.708
21 H -2.224 -1.169 -0.113
22 H -2.362 0.996 1.822

Forces on atoms 1 to 6 (eV/Å):
C -0.49 -0.07 0.13
C 1.60 1.29 -1.69
O -0.50 0.02 0.26
C -0.05 -2.22 0.93
C 0.33 0.13 0.07
C -0.44 0.14 0.03

SMILES = CC(=O)C(C)(C)O.C=N
Highest occupied orbital energy = -8.62 eV
Total charge = 0
Relative energy (zero: lowest compared OMol25 entry of this formula, charge and spin) = 2.041 eV
LUMO energy = 0.450 eV
E_tot = -12016.68457 eV